(1)
The following is a quantum chemistry calculation of a cluster of 2 separate species, CH7N2O in total in a non-equilibrium geometry, from OMol25.

The geometry in XYZ format:
```
11
Properties=species:S:1:pos:R:3:lowdin_charge:R:1
O -0.17 1.47 1.59 -0.55
H 0.30 1.75 2.38 -0.16
N -0.09 0.52 -1.35 -0.04
C 0.39 -0.74 -0.76 -0.43
N -0.08 -1.07 0.56 -0.06
H 0.23 1.26 -0.72 0.02
H -1.10 0.56 -1.26 0.04
H 1.48 -0.62 -0.69 0.08
H 0.19 -1.57 -1.46 0.08
H -0.09 -0.16 1.13 -0.01
H -1.06 -1.38 0.57 0.04
```

The calculation puts the max |F| at 1.032 eV/A. Its net charge is -1. As for the molar mass: 63.080 g/mol. For the LUMO energy, the calculation gives 0.176 Eh. As for the orbital gap: 7.9 eV.


(2)
The following is a quantum chemistry calculation of the ion CH7N2O with charge +1 in a non-equilibrium geometry, from OMol25.

The geometry in XYZ format:
```
11
Properties=species:S:1:pos:R:3:lowdin_charge:R:1
N 0.55 -0.98 -1.11 -0.01
O -0.38 0.04 -1.27 -0.17
C -1.03 0.27 0.02 -0.12
N 0.06 0.20 1.06 0.18
H -0.08 -1.81 -0.89 0.14
H 1.12 -1.14 -2.03 0.19
H -1.77 -0.69 0.20 0.19
H -1.64 1.12 -0.05 0.12
H -0.30 -0.12 1.91 0.14
H 0.75 -0.49 0.43 0.18
H 0.43 1.13 1.04 0.15
```

The calculation puts the max |F| at 5.443 eV/A. Its net charge is +1. As for the molar mass: 63.080 g/mol. For the LUMO energy, the calculation gives -0.133 Eh. Its SMILES is NOC[NH3+]. As for the orbital gap: 11.5 eV.


(3)
The following is a quantum chemistry calculation of a cluster of 2 separate species, CH7N2O in total, from OMol25.

The geometry in XYZ format:
```
11
Properties=species:S:1:pos:R:3:lowdin_charge:R:1
N 0.42 0.16 -1.93 0.29
H 0.27 -0.39 -2.77 0.15
H 0.07 -0.37 -1.06 0.07
H 1.43 0.31 -1.82 0.15
H -0.03 1.07 -1.99 0.15
C -0.12 -0.69 1.38 -0.34
N -0.51 0.52 1.78 0.16
O -0.29 -1.14 0.26 -0.02
H 0.40 -1.26 2.17 0.15
H -0.47 0.75 2.76 0.12
H -1.17 1.04 1.22 0.12
```

The calculation puts the max |F| at 0.437 eV/A. Its net charge is +1. As for the molar mass: 63.080 g/mol. For the LUMO energy, the calculation gives -0.135 Eh. As for the orbital gap: 11.4 eV.


(4)
The following is a quantum chemistry calculation of a cluster of 2 separate species, CH7N2O2 in total in a non-equilibrium geometry, from OMol25.

The geometry in XYZ format:
```
12
Properties=species:S:1:pos:R:3:mulliken_spin:R:1
C 0.10 -1.27 -0.37 0.71
N 0.82 -2.42 -0.24 0.64
N -0.85 2.07 1.64 0.02
O -0.94 -1.50 -1.26 0.03
O 0.30 -0.17 0.30 0.65
H 0.61 -3.30 -0.73 -0.03
H 1.59 -2.58 0.25 -0.02
H -0.88 2.05 2.64 0.00
H -1.78 1.83 1.38 0.00
H -0.59 3.07 1.30 0.00
H -1.27 -0.72 -1.66 0.00
H -0.13 1.36 1.31 0.00
```

As for the expectation value of S²: 2.0084. The calculation puts the max |F| at 4.910 eV/A. Its net charge is +1. As for the molar mass: 79.079 g/mol. For the LUMO energy (spin up / spin down), the calculation gives -0.141 / -0.266 Eh. As for the orbital gap (spin up / spin down): 4.6 / 6.8 eV. Its spin multiplicity is 3.


(5)
The following is a quantum chemistry calculation of a cluster of 2 separate species, CH7N2O3 in total in a non-equilibrium geometry, from OMol25.

The geometry in XYZ format:
```
13
Properties=species:S:1:pos:R:3:lowdin_charge:R:1
C 1.54 -1.61 -0.94 -0.45
N 0.34 -1.21 -0.78 0.30
N -1.49 1.45 0.99 -0.07
O 1.77 -2.12 -2.11 0.20
O 2.15 -1.01 1.22 0.12
O 2.50 -1.61 -0.01 0.08
H -0.21 -1.01 -1.59 0.17
H 0.09 -0.91 0.23 0.18
H -1.15 2.49 1.01 0.05
H -1.98 1.36 1.94 0.03
H -2.29 1.55 0.27 0.04
H 2.77 -2.34 -2.36 0.24
H 3.01 -1.19 1.57 0.13
```

The calculation puts the max |F| at 4.088 eV/A. Its net charge is +1. As for the molar mass: 95.078 g/mol. For the LUMO energy, the calculation gives -0.129 Eh. As for the orbital gap: 10.4 eV.


(6)
The following is a quantum chemistry calculation of a cluster of 2 separate species, CH7N2P2 in total in a non-equilibrium geometry, from OMol25.

The geometry in XYZ format:
```
12
Properties=species:S:1:pos:R:3:lowdin_charge:R:1
C -0.61 0.35 0.13 -0.71
N -0.88 1.08 -0.98 0.16
N -1.01 0.84 1.28 0.13
P 2.06 -0.99 -0.76 0.52
P 0.08 -1.32 0.11 0.66
H -1.30 1.95 -0.81 0.10
H -0.55 0.70 -1.92 0.16
H -1.24 1.80 1.38 0.12
H -1.00 0.21 2.05 0.06
H 1.59 -1.31 -2.08 -0.12
H 2.58 -2.19 -0.42 -0.17
H 0.29 -1.12 2.02 0.10
```

The calculation puts the max |F| at 4.666 eV/A. Its net charge is +1. As for the molar mass: 109.029 g/mol. For the LUMO energy, the calculation gives -0.176 Eh. As for the orbital gap: 8.5 eV.


- Number 3 is which compound?
  CH7N2O


- Which value of net charge does entry 6 give?
  +1


- max |F| of number 6 (CH7N2P2)?
  4.666 eV/A